No. 1
Molecular formula: C3H6S3
Method: DFT, ωB97M-V with the def2-TZVPD basis set

The geometry in XYZ format:
```
12
Properties=species:S:1:pos:R:3:forces:R:3
C 0.8752 -0.1393 -0.3932 -0.502 0.713 -1.272
C 0.0046 0.7015 0.4786 -0.754 0.884 0.757
C -0.1850 -0.7855 0.5035 0.914 -0.175 -0.294
H 2.8773 -1.3723 -0.0331 0.043 0.936 -0.045
H 0.5975 -0.0698 -1.4603 0.340 -0.283 0.595
H 0.5288 1.1528 1.3261 -0.303 -0.330 -0.168
H -2.1521 1.7640 0.9059 0.779 -0.103 -0.708
H 0.2545 -1.3144 1.3151 0.166 -0.096 0.780
H -2.5154 -1.0099 0.6045 0.164 -0.125 -0.182
S 2.6660 -0.0092 -0.0444 -0.980 -1.515 -0.034
S -1.2947 1.7971 -0.1806 0.021 -0.286 0.587
S -1.6063 -1.6510 -0.1620 0.113 0.381 -0.018
```
Forces are in eV/Å.

Calculated values
SMILES = S[C@H]1[C@H](S)[C@H]1S
strongest force on any atom = 1.8 eV Å⁻¹
E_HOMO = -0.3328 Eh

No. 2
Molecular formula: C29H79Br8O28P7
Method: DFT, ωB97M-V with the def2-TZVPD basis set

The geometry in XYZ format:
```
151
Properties=species:S:1:pos:R:3:forces:R:3
Br -3.6630 8.2832 32.4279 0.260 -0.057 0.200
C -4.4960 8.7761 30.7532 -0.072 -0.619 -0.325
C -5.3145 10.0150 30.9180 -0.126 0.255 -0.670
Br -6.3873 10.2947 29.2782 0.027 -0.277 0.291
H -5.1585 7.9470 30.5127 0.145 -0.041 -0.034
H -3.6815 8.8062 30.0358 -0.167 0.276 -0.140
H -4.7534 10.9430 30.9270 0.140 -0.091 0.603
H -5.9985 9.8813 31.7484 -0.079 0.473 -0.032
Br -2.1656 10.6699 35.5382 0.029 0.112 -0.057
C -3.7390 9.5646 35.7779 -0.299 0.310 0.843
C -3.4527 8.2772 36.5489 0.705 0.473 -1.398
Br -2.6381 8.5704 38.2805 -0.390 -0.089 0.145
H -4.1178 9.4040 34.7720 0.040 -0.353 0.136
H -4.4452 10.1965 36.3165 0.030 -0.051 0.098
H -2.6662 7.7344 36.0255 -0.239 -0.285 -0.060
H -4.3628 7.6808 36.5632 0.034 -0.066 0.551
Br 1.1985 8.1573 38.8246 0.219 -0.202 -0.162
C 1.2331 7.9153 36.8663 -0.892 0.029 0.366
C 1.0968 9.2853 36.2651 0.654 0.251 -0.189
Br 1.1025 9.2422 34.2814 -0.011 -0.257 0.672
H 0.3449 7.3262 36.6717 0.052 -0.173 -0.161
H 2.1237 7.3421 36.6480 0.117 0.207 -0.224
H 1.9279 9.9222 36.5408 0.059 -0.019 -0.172
H 0.1883 9.7915 36.5770 -0.146 -0.238 -0.154
Br -11.0967 8.3804 33.0820 0.319 -0.222 0.421
C -9.6008 7.8497 34.2916 0.002 0.586 -0.944
C -8.3372 8.2683 33.5523 -0.514 0.272 -0.023
Br -6.7888 8.1121 34.7382 -0.313 0.053 -0.189
H -9.7125 6.7843 34.4512 0.133 -0.021 0.101
H -9.7259 8.4494 35.1858 -0.112 -0.193 0.128
H -8.4172 9.3092 33.2430 0.236 0.121 0.329
H -8.1701 7.7072 32.6403 0.176 -0.378 0.290
C -6.6965 2.7952 31.0339 0.215 -0.860 -1.787
O -6.0428 3.5355 32.0346 -0.287 0.422 1.313
P -6.8363 4.6204 32.9439 -0.257 -0.341 -0.911
O -8.2440 4.2727 33.1927 0.714 0.171 0.174
O -5.9236 4.8528 34.2035 -0.537 -0.564 -0.688
C -4.5154 5.1159 34.1197 0.258 0.553 -0.089
O -6.6662 5.9593 32.0732 0.383 0.018 0.489
C -7.2417 6.0185 30.7719 0.019 0.380 -0.462
H -7.7388 3.0320 30.8256 0.013 0.385 0.441
H -6.6601 1.7070 31.1480 0.118 0.167 0.850
H -6.1232 2.9407 30.1090 -0.205 0.270 0.050
H -4.1443 5.0696 33.0962 -0.103 -0.020 0.003
H -3.9548 4.4165 34.7350 -0.347 0.041 0.062
H -4.3800 6.1292 34.4967 0.189 -0.108 -0.017
H -6.4896 5.9037 29.9869 0.151 -0.480 0.234
H -7.6238 7.0257 30.5893 -0.251 -0.056 0.360
H -8.0388 5.2874 30.6672 -0.102 0.071 -0.123
C -4.9975 12.6598 34.5257 1.122 -0.916 0.998
O -5.9444 13.5210 33.9150 -0.679 0.116 -0.306
P -7.3041 12.9087 33.3689 -0.240 0.956 0.020
O -7.2385 11.5558 32.8185 -0.225 -0.003 0.180
O -7.7816 13.9895 32.2864 0.319 -0.693 0.409
C -7.9202 15.3567 32.6496 -0.039 0.864 -0.250
O -8.3078 13.1412 34.6126 0.802 -0.297 -0.716
C -9.5757 12.4970 34.5564 -1.119 0.480 0.556
H -4.0929 12.5193 33.9312 -0.328 0.141 -0.461
H -5.4142 11.6801 34.7683 -0.162 0.031 -0.269
H -4.6183 13.0488 35.4734 -0.443 0.461 -0.063
H -7.4174 15.5969 33.5848 -0.098 -0.078 0.069
H -8.9679 15.6595 32.6803 -0.083 -0.376 0.302
H -7.4931 15.9850 31.8653 0.261 -0.284 -0.039
H -9.9273 12.2589 33.5528 0.448 -0.387 -0.054
H -10.3298 13.1927 34.9391 0.269 0.155 0.058
H -9.5983 11.6574 35.2505 0.173 -0.288 -0.390
C -3.6874 11.9773 41.2847 -1.467 -0.764 -0.625
O -2.5285 12.1982 40.4975 1.156 -0.256 0.413
P -1.0679 12.0180 41.1463 -0.430 0.851 -0.133
O -0.7536 10.7190 41.7347 -0.239 0.157 0.169
O -1.0260 13.2606 42.1659 0.835 -0.512 -0.422
C -1.0759 14.5679 41.6011 -0.590 0.832 -0.422
O -0.1201 12.4743 39.9486 -0.742 -0.049 0.451
C 0.0682 11.5029 38.9176 0.749 -0.719 -0.552
H -4.2425 11.1785 40.7797 0.041 0.243 -0.007
H -4.3082 12.8723 41.2425 0.136 0.028 0.122
H -3.6185 11.6129 42.3114 0.946 0.361 0.060
H -1.9826 15.0681 41.9436 -0.022 -0.097 0.124
H -1.1091 14.5648 40.5121 -0.041 -0.247 0.002
H -0.2332 15.2058 41.8660 0.230 -0.464 0.394
H -0.7187 10.7516 38.8364 -0.335 0.323 0.194
H 0.9806 10.9381 39.1155 -0.006 0.268 0.068
H 0.1829 12.0014 37.9560 -0.129 0.239 0.161
C -1.4259 11.1240 31.7080 1.350 0.634 0.305
O -1.6806 12.3032 30.9222 -0.540 0.466 0.277
P -1.9646 13.6988 31.6532 0.589 -0.425 -0.466
O -1.6566 13.7148 33.0998 -0.275 0.067 -0.783
O -1.1129 14.7313 30.7577 -0.742 -0.485 0.567
C 0.3067 14.5219 30.6463 -0.266 0.273 0.394
O -3.4617 13.9608 31.2024 0.677 0.414 0.128
C -4.0931 15.2299 31.4944 -0.354 -0.567 0.174
H -0.3344 11.0472 31.7408 -0.038 -0.409 -0.050
H -1.8337 10.2443 31.2256 -0.289 0.132 0.039
H -1.7139 11.2760 32.7468 -0.488 -0.292 -0.134
H 0.8058 15.4229 30.9990 -0.008 0.090 -0.243
H 0.4987 14.3284 29.5957 0.305 -0.101 0.067
H 0.6463 13.7180 31.2999 -0.036 -0.207 -0.229
H -3.4048 15.9574 31.9194 0.077 -0.029 -0.061
H -4.8808 14.9909 32.2072 -0.010 0.296 0.038
H -4.5314 15.5914 30.5676 0.105 0.085 -0.008
C 1.9120 3.9441 36.6963 0.885 0.417 1.252
O 0.9184 4.8824 36.3088 -1.566 -0.260 -0.634
P -0.6377 4.4381 36.2189 1.626 -0.141 -0.225
O -1.5232 5.4602 35.6566 0.182 -0.096 0.015
O -0.5321 3.0424 35.4419 -0.299 0.823 0.331
C -1.6835 2.4955 34.7797 0.341 -0.273 -0.234
O -0.9532 3.9712 37.6794 -0.528 -0.402 0.443
C -0.7538 4.7345 38.8694 0.033 0.156 0.765
H 2.6846 3.8965 35.9313 -0.247 -0.280 -0.152
H 1.5550 2.9680 37.0250 -0.310 -0.033 -0.590
H 2.3846 4.3565 37.5988 0.052 0.050 -0.201
H -1.7580 1.4528 35.0809 -0.208 0.071 0.177
H -1.4970 2.5051 33.7065 -0.064 0.191 -0.003
H -2.5862 3.0566 35.0067 0.043 -0.150 0.055
H 0.1462 4.3755 39.3681 0.194 0.143 -0.202
H -1.5626 4.5475 39.5745 -0.242 -0.197 -0.327
H -0.7119 5.8176 38.7425 0.114 -0.119 -0.449
C -6.0226 8.8782 40.2145 1.210 -0.148 0.678
O -6.5764 10.1683 40.4800 -0.516 0.344 -0.323
P -6.6183 11.2548 39.3037 0.750 0.036 0.383
O -5.4510 11.1804 38.4057 -0.958 0.124 0.136
O -8.0691 11.0292 38.6673 0.630 0.488 -0.194
C -8.1326 10.1359 37.5503 -0.815 -0.321 -0.325
O -6.7173 12.6338 40.1066 -0.554 -0.786 -1.029
C -7.8182 12.8353 40.9866 -0.517 -0.059 1.250
H -5.4744 8.6207 41.1241 -0.087 -0.134 -0.059
H -5.2700 8.9585 39.4313 -0.178 -0.140 -0.195
H -6.7352 8.0747 40.0286 -0.384 0.419 -0.169
H -7.6778 9.1717 37.7705 0.227 0.065 -0.030
H -7.7359 10.5562 36.6275 0.414 0.149 0.224
H -9.1917 9.9532 37.3654 -0.046 0.015 0.168
H -7.4197 12.7720 42.0021 -0.146 -0.002 -0.025
H -8.6243 12.1050 40.8934 0.303 -0.225 -0.218
H -8.3109 13.8026 40.8841 0.537 0.166 -0.474
C 4.0543 10.9484 37.7465 0.484 0.018 0.406
O 3.1820 12.0714 37.9508 -0.357 -0.048 -1.012
P 2.8947 13.0125 36.6862 -0.520 -0.001 0.611
O 4.1213 13.5476 36.0895 -0.326 -0.037 -0.260
O 1.9157 12.1389 35.7629 1.040 0.020 0.676
C 1.1500 12.7324 34.7280 -0.986 0.494 -0.654
O 1.8834 14.0715 37.3250 0.630 -0.274 -0.655
C 2.4291 15.1678 38.0874 0.136 -0.710 0.434
H 3.5810 10.0872 38.2157 0.056 -0.037 -0.075
H 5.0049 11.1625 38.2374 -0.082 -0.050 0.073
H 4.2897 10.7486 36.6998 -0.302 0.081 -0.066
H 0.0921 12.5718 34.9489 0.056 0.498 0.304
H 1.2317 12.2690 33.7414 0.841 -0.335 0.303
H 1.3993 13.7882 34.6191 -0.279 0.017 0.075
H 3.5080 15.2743 37.9676 -0.075 0.047 -0.455
H 2.2857 14.8829 39.1315 -0.318 0.492 0.031
H 1.9004 16.0611 37.7737 0.013 0.082 0.250
```
Forces are in eV/Å.

Calculated values
SMILES = COP(=O)(OC)OC.COP(=O)(OC)OC.COP(=O)(OC)OC.COP(=O)(OC)OC.COP(=O)(OC)OC.COP(=O)(OC)OC.COP(=O)(OC)OC.BrCCBr.BrCCBr.BrCCBr.BrCCBr
strongest force on any atom = 2.0 eV Å⁻¹
E_HOMO = -0.3533 Eh

No. 3
Molecular formula: C8H9N2OS
Method: DFT, ωB97M-V with the def2-TZVPD basis set

The geometry in XYZ format:
```
21
Properties=species:S:1:pos:R:3:forces:R:3
C -1.0506 0.1027 -2.2398 1.277 -0.095 0.988
C -1.8474 -0.6665 -1.5250 -1.136 1.471 -0.671
C 0.4461 0.0375 -2.0027 -2.016 -2.107 -1.615
C -1.3939 -1.6566 -0.6218 -1.311 -1.828 1.236
C 1.1090 0.9845 -1.5070 0.439 1.124 0.856
C -0.4875 -1.7192 0.3483 -0.970 0.640 0.178
C 0.6963 2.0833 0.5648 2.585 2.377 0.027
C 0.3580 -0.9315 2.8755 -0.420 3.478 -0.375
N 0.2876 1.2461 1.3455 -1.823 -1.715 0.875
N 1.4097 1.9282 -0.7105 -1.094 -1.843 -0.286
O 1.7214 -0.5800 0.5471 1.767 -0.148 -0.126
S 0.3983 -0.4830 1.1030 0.297 -1.377 0.588
H -1.5369 0.7813 -2.8322 -0.345 1.830 -1.800
H -2.9264 -0.5063 -1.7798 0.936 -0.637 0.594
H 0.7957 -0.9665 -2.2841 0.576 0.398 0.803
H -2.0732 -2.5181 -0.7147 0.927 -0.491 -0.104
H 0.8458 3.0943 0.9610 -0.449 0.148 -0.658
H -0.5035 -1.5693 3.0523 0.143 0.026 0.152
H 1.3329 -1.3507 3.0820 0.043 -0.407 -0.054
H 0.2992 0.1488 3.3487 -0.089 -2.517 -0.459
H 2.1193 2.5409 -1.0105 0.664 1.673 -0.148
```
Forces are in eV/Å.

Calculated values
SMILES = C[S@@]1(=O)=C=C/C=C\C=C=[NH+]/C=N\1
strongest force on any atom = 3.5 eV Å⁻¹
net charge = +1
E_HOMO (alpha / beta) = -0.4583 / -0.4582 Eh

No. 4
Molecular formula: C8H16BN3
Method: DFT, ωB97M-V with the def2-TZVPD basis set

The geometry in XYZ format:
```
28
Properties=species:S:1:pos:R:3:forces:R:3
B 0.2580 0.0622 -0.0601 -1.986 -1.270 -0.740
C -2.1230 -1.3102 -0.5288 1.226 -0.448 -1.158
C -1.4345 -0.3640 0.2978 3.103 0.683 0.968
C -3.3969 -0.9654 -0.5095 -3.219 -0.820 -2.360
C -2.5176 0.5900 0.6430 -2.365 -0.926 1.801
C 1.7469 1.9207 0.4894 -0.734 0.750 0.175
C -0.3906 2.4822 -0.6156 2.510 -0.555 -0.080
C 2.5835 -1.0830 -0.7183 -1.547 -1.796 0.573
C 0.9539 -2.1584 0.6517 -1.980 -0.811 -0.567
N -3.7367 0.1791 0.2295 3.454 0.355 0.430
N 0.4881 1.4270 -0.1693 3.087 -0.021 0.676
N 1.2004 -1.0421 -0.1867 -0.728 1.378 -0.148
H -1.5509 -1.9298 -1.2194 -0.688 -0.413 0.337
H -1.1274 -0.9602 1.2079 -0.553 0.950 -0.106
H -4.1800 -1.4464 -1.1600 0.725 0.563 0.962
H -2.5020 1.2812 1.5132 0.245 -0.054 -0.995
H 2.2346 1.1307 1.0504 -0.245 -0.312 0.159
H 2.5750 2.2991 -0.1623 -1.025 0.193 0.129
H 1.3907 2.7000 1.2482 0.898 -0.744 -1.064
H -1.3426 2.0844 -0.5336 -2.138 -0.641 -1.229
H -0.3965 3.0978 0.2648 0.210 1.840 -0.370
H 0.0244 2.8172 -1.6306 -1.304 0.324 1.605
H 2.6648 -1.9284 -1.4721 -0.168 1.317 0.388
H 2.6870 -0.1052 -1.0627 1.157 1.317 -1.212
H 3.3293 -1.3656 0.0442 -0.276 0.506 0.076
H 1.3428 -1.8795 1.6093 0.212 -1.064 1.003
H -0.1010 -2.5327 0.6432 0.497 1.055 0.621
H 1.3202 -3.0009 0.1366 1.634 -1.355 0.127
```
Forces are in eV/Å.

Calculated values
SMILES = CN(C)B([C@@H]1C=CN=C1)N(C)C
strongest force on any atom = 4.1 eV Å⁻¹
E_HOMO = -0.3130 Eh

Relative energy (zero: lowest compared OMol25 entry of this formula, charge and spin) for the records above, in order: 27.4; 0.0; 170.1; 27.9 kcal/mol